Here is a molecular structure, C6H8O2 from the OMol25 dataset. Energies are from ωB97M-V with the def2-TZVPD basis set.

Each line ends with the Löwdin charge.
CARTESIAN COORDINATES (ANGSTROEM)
O 0.877 1.722 0.683  0.064
O 4.367 -0.695 -0.305  0.002
C -0.741 -1.483 0.597  0.001
C -0.724 -0.412 -0.139  -0.222
C -1.626 0.368 -0.976  -0.084
C 1.053 0.503 0.158  -0.169
C 2.032 -0.341 -0.189  -0.061
C 3.438 0.045 0.032  -0.264
H -1.678 -2.044 0.694  0.074
H -2.444 -0.235 -1.355  0.080
H 3.701 0.975 0.549  0.112
H -2.054 0.999 -0.167  0.102
H 1.915 -1.249 -0.699  0.099
H -1.047 0.902 -1.740  0.090
H 1.567 2.399 0.620  0.124
H 0.147 -1.810 1.088  0.053

Output
- molar mass (g mol⁻¹) = 112.1
- HOMO-LUMO gap (eV) = 9.539
- highest occupied orbital energy (eV) = -9.2
- E_LUMO (eV) = 0.371
- energy above the lowest of the compared OMol25 structures with the same formula, charge and spin (kcal per mole) = 92.6
- E (eV) = -10442.7100
- net charge = 0

***

Here is a single C6H8O2 molecule from the OMol25 dataset. Energies are from ωB97M-V with the def2-TZVPD basis set.

Each line ends with the Löwdin charge.
CARTESIAN COORDINATES (ANGSTROEM)
O -0.440 1.343 -0.883  0.049
O 0.870 1.183 -2.736  0.147
C 0.383 0.749 -1.751  -0.410
C 1.537 -1.533 -0.610  0.093
C 0.734 -0.494 -0.695  -0.064
C -1.774 -0.392 0.294  0.009
C 0.247 1.037 1.406  0.004
C -0.329 0.340 0.150  -0.435
H 1.330 1.210 1.151  0.111
H 1.408 -1.997 0.275  0.031
H -1.389 -1.465 0.562  0.104
H 0.048 0.491 2.278  0.062
H 2.310 -1.866 -1.267  0.075
H -2.254 -0.601 -0.681  0.081
H -0.221 2.011 1.468  0.083
H -2.459 -0.017 1.038  0.061

Output
- SMILES = C=C1C(=O)OC1(C)C
- molar mass (g mol⁻¹) = 112.1
- HOMO-LUMO gap (eV) = 10.786
- highest occupied orbital energy (eV) = -10.1
- E_LUMO (eV) = 0.729
- energy above the lowest of the compared OMol25 structures with the same formula, charge and spin (kcal per mole) = 50.5
- E (eV) = -10444.5352
- net charge = 0

***

Here is a molecular structure, C6H8O2 from the OMol25 dataset. Energies are from ωB97M-V with the def2-TZVPD basis set.

Each line ends with the Löwdin charge.
CARTESIAN COORDINATES (ANGSTROEM)
O 1.790 -1.039 0.007  -0.070
O -1.207 0.772 -0.877  -0.108
C -1.100 0.569 0.641  -0.173
C 1.177 1.328 -0.214  -0.008
C 0.714 -0.239 -0.356  -0.449
C 0.544 0.635 0.933  -0.099
C -1.548 -0.862 0.459  -0.024
C -0.719 -0.605 -0.868  -0.194
H 2.346 1.193 -0.128  0.140
H -0.804 -0.945 -2.030  0.190
H -0.968 -1.715 1.076  0.163
H -1.612 1.173 1.218  0.079
H 0.751 2.045 -0.966  0.120
H 0.995 -0.051 1.719  0.164
H -2.562 -1.088 0.370  0.082
H 2.203 -1.170 -0.985  0.188

Output
- molar mass (g mol⁻¹) = 112.1
- HOMO-LUMO gap (eV) = 9.458
- highest occupied orbital energy (eV) = -8.6
- E_LUMO (eV) = 0.811
- energy above the lowest of the compared OMol25 structures with the same formula, charge and spin (kcal per mole) = 142.9
- E (eV) = -10440.5275
- net charge = 0

***

Here is a molecular structure, C6H8O2 from the OMol25 dataset. Energies are from ωB97M-V with the def2-TZVPD basis set.

Each line ends with the Löwdin charge.
CARTESIAN COORDINATES (ANGSTROEM)
O 2.435 -2.142 -0.909  0.088
O 0.832 1.034 -0.879  0.063
C 1.882 -1.128 -1.255  -0.173
C -0.867 -0.055 0.357  -0.245
C 0.973 -0.300 -0.473  -0.422
C -1.605 1.211 0.963  -0.006
C -0.277 0.194 -1.020  -0.164
C 0.517 -0.432 0.948  -0.017
H -2.647 1.086 0.841  0.062
H 1.750 -0.776 -2.236  0.117
H -1.294 1.201 1.953  0.048
H 0.678 -1.496 1.324  0.144
H 0.918 0.370 1.678  0.153
H -1.201 2.047 0.463  0.066
H -1.469 -0.908 0.285  0.123
H -0.624 0.094 -2.040  0.163

Output
- molar mass (g mol⁻¹) = 112.1
- HOMO-LUMO gap (eV) = 10.796
- highest occupied orbital energy (eV) = -9.9
- E_LUMO (eV) = 0.902
- energy above the lowest of the compared OMol25 structures with the same formula, charge and spin (kcal per mole) = 74.0
- E (eV) = -10443.5174
- net charge = 0

***

Here is a single C6H8O2 molecule from the OMol25 dataset. Energies are from ωB97M-V with the def2-TZVPD basis set.

Each line ends with the Löwdin charge.
CARTESIAN COORDINATES (ANGSTROEM)
O -0.277 -1.399 -0.378  -0.123
O 2.837 0.419 0.034  0.041
C 0.516 -0.277 -0.488  -0.403
C -0.222 0.733 0.188  -0.265
C 1.832 -0.288 0.243  -0.175
C -1.676 0.236 -0.242  -0.159
C -1.533 -1.095 0.456  -0.107
C -1.241 1.731 0.038  -0.045
H 1.543 -0.797 1.260  0.159
H 0.753 -0.054 -1.656  0.214
H -0.124 0.746 1.273  0.146
H -1.348 -1.085 1.614  0.132
H -1.541 2.265 0.937  0.099
H -1.628 0.062 -1.345  0.139
H -2.574 -1.918 0.410  0.190
H -1.615 2.380 -0.907  0.157

Output
- SMILES = O=C[C@H]1OC[C@H]2C[C@@H]21
- molar mass (g mol⁻¹) = 112.1
- HOMO-LUMO gap (eV) = 9.895
- highest occupied orbital energy (eV) = -9.1
- E_LUMO (eV) = 0.775
- energy above the lowest of the compared OMol25 structures with the same formula, charge and spin (kcal per mole) = 152.7
- E (eV) = -10440.1068
- net charge = 0

***

Here is 3 unconnected molecules or ions with the total composition C6H8O2PS from the OMol25 dataset. Energies are from ωB97M-V with the def2-TZVPD basis set.

Each line ends with the Löwdin charge.
CARTESIAN COORDINATES (ANGSTROEM)
S 3.319 -1.279 -1.940  0.830
P 1.894 1.669 -2.531  0.794
O 2.313 1.473 -3.943  -0.575
O 1.510 2.493 1.187  -0.270
C -1.936 1.337 -0.196  -0.068
C 3.535 -0.403 0.500  -0.249
C 2.698 0.505 -0.101  -0.287
C 2.517 0.334 -1.437  -0.720
C 3.878 -1.407 -0.336  -0.517
C -2.988 1.480 -0.996  -0.113
H 4.505 -2.198 0.138  0.071
H -3.805 2.220 -0.830  0.041
H 3.900 -0.339 1.510  0.088
H 1.350 2.921 0.427  -0.144
H -1.889 1.809 0.759  0.046
H 1.976 1.588 0.591  -0.005
H -3.130 0.874 -1.918  0.045
H -1.236 0.677 -0.641  0.032

Output
- molar mass (g mol⁻¹) = 175.2
- HOMO-LUMO gap (eV) = 6.941
- highest occupied orbital energy (eV) = -3.9
- E_LUMO (eV) = 3.090
- energy above the lowest of the compared OMol25 structures with the same formula, charge and spin (kcal per mole) = 86.7
- E (eV) = -30568.7879
- net charge = -1

***

Here is 2 unconnected molecules or ions with the total composition C6H8O3 from the OMol25 dataset. Energies are from ωB97M-V with the def2-TZVPD basis set.

Each line ends with the Löwdin charge.
CARTESIAN COORDINATES (ANGSTROEM)
O -1.521 0.756 0.585  -0.067
O 1.208 -0.884 -2.325  0.133
O 2.104 2.009 -0.505  0.108
C -0.966 -1.472 -0.135  -0.025
C -0.473 -0.171 0.425  -0.456
C 1.326 -0.140 -1.431  -0.168
C -0.726 1.351 -0.432  -0.060
C 1.390 1.245 -1.047  -0.239
C 0.474 -0.204 1.583  -0.023
H -0.091 -0.465 2.485  0.099
H -1.748 -1.853 0.531  0.102
H -1.401 -1.341 -1.127  0.094
H 0.968 0.757 1.726  0.090
H 1.244 -0.963 1.441  0.091
H -1.137 1.223 -1.430  0.113
H -0.174 -2.219 -0.191  0.089
H -0.478 2.372 -0.152  0.118

Output
- SMILES = CC1(C)CO1.O=C=C=O
- molar mass (g mol⁻¹) = 128.1
- HOMO-LUMO gap (eV) = 8.083
- highest occupied orbital energy (eV) = -8.3
- E_LUMO (eV) = -0.188
- energy above the lowest of the compared OMol25 structures with the same formula, charge and spin (kcal per mole) = 118.1
- E (eV) = -12488.9917
- net charge = 0

***

Here is 2 unconnected molecules or ions with the total composition C6H8O5P from the OMol25 dataset. Energies are from ωB97M-V with the def2-TZVPD basis set.

Each line ends with the Löwdin charge.
CARTESIAN COORDINATES (ANGSTROEM)
P -2.209 0.317 -0.857  0.620
O -3.057 1.130 -1.775  -0.524
O -0.860 1.390 -0.328  -0.479
O 1.738 1.846 0.988  0.011
O -0.281 -1.021 1.490  0.027
O -1.219 -0.674 -1.963  -0.341
C 1.794 -1.203 0.748  0.026
C 1.182 -2.544 0.848  -0.034
C -0.083 -2.260 1.346  -0.196
C -0.356 2.266 -1.332  -0.160
C 0.778 -0.324 1.101  -0.271
C 0.791 1.118 1.307  -0.227
H -0.875 -2.986 1.591  0.134
H 2.777 -0.753 0.591  0.112
H -0.066 1.411 1.873  0.118
H -1.146 2.451 -2.063  0.071
H 0.387 1.861 -1.826  0.018
H 0.032 3.025 -0.725  0.061
H -0.917 -1.520 -1.727  -0.045
H 1.592 -3.528 0.712  0.079

Output
- molar mass (g mol⁻¹) = 191.1
- HOMO-LUMO gap (eV) = 7.031
- highest occupied orbital energy (eV) = -3.7
- E_LUMO (eV) = 3.372
- energy above the lowest of the compared OMol25 structures with the same formula, charge and spin (kcal per mole) = 28.2
- E (eV) = -25878.6114
- net charge = -1

***

Here is a single C6H8OS molecule from the OMol25 dataset. Energies are from ωB97M-V with the def2-TZVPD basis set.

Each line ends with the Löwdin charge.
CARTESIAN COORDINATES (ANGSTROEM)
S -2.780 -0.706 -0.761  0.629
O 1.739 0.069 -0.301  -0.117
C 0.563 -0.407 0.091  -0.146
C -0.555 0.340 0.255  -0.380
C -0.529 2.859 -0.483  0.133
C 2.853 -0.843 -0.451  -0.042
C -0.483 1.736 -0.041  -0.111
C -1.813 -0.222 0.825  -0.432
H -0.742 3.887 -0.658  0.025
H 0.485 -1.484 0.427  0.154
H 3.715 -0.291 -0.708  0.065
H -1.641 -1.084 1.445  0.067
H 3.018 -1.466 0.518  0.121
H 2.499 -1.483 -1.319  0.111
H -3.886 -1.369 -0.157  -0.128
H -2.442 0.463 1.319  0.053

Output
- SMILES = C#C/C(=C\OC)CS
- molar mass (g mol⁻¹) = 128.2
- HOMO-LUMO gap (eV) = 8.987
- highest occupied orbital energy (eV) = -8.2
- E_LUMO (eV) = 0.808
- energy above the lowest of the compared OMol25 structures with the same formula, charge and spin (kcal per mole) = 79.3
- E (eV) = -19230.8249
- net charge = 0

***

Here is 2 unconnected molecules or ions with the total composition C6H8OS from the OMol25 dataset. Energies are from ωB97M-V with the def2-TZVPD basis set.

Each line ends with the Löwdin charge.
CARTESIAN COORDINATES (ANGSTROEM)
S 2.017 0.500 2.056  0.572
O -0.570 1.002 -2.498  -0.196
C -0.802 -1.264 -1.982  -0.146
C -1.253 0.191 -1.415  -0.375
C -0.709 0.479 1.090  -0.147
C -0.827 -2.338 -1.164  -0.046
C 0.315 0.463 2.258  -0.590
C -0.417 0.342 -0.275  -0.183
H -1.082 -2.232 -0.044  0.091
H -2.420 0.274 -1.455  0.176
H -0.272 -1.083 -3.387  0.244
H -1.750 0.682 1.527  0.112
H 0.676 0.044 -0.490  0.136
H 0.025 1.772 -1.822  0.220
H -0.541 -3.355 -1.586  0.070
H -0.189 0.657 3.276  0.065

Output
- molar mass (g mol⁻¹) = 128.2
- HOMO-LUMO gap (eV) = 7.610
- highest occupied orbital energy (eV) = -9.0
- E_LUMO (eV) = -1.343
- energy above the lowest of the compared OMol25 structures with the same formula, charge and spin (kcal per mole) = 145.5
- E (eV) = -19227.9562
- net charge = 0